This record from the OMol25 dataset describes one molecule with the formula C6H5ClN2O in a non-equilibrium geometry. The level of theory is wB97M-V/def2-TZVPD.

Summary:
HOMO energy: -10.5 eV
Multiplicity: 1
Energy above the lowest of the compared OMol25 structures with the same formula, charge and spin: 41.1 kcal per mole
Charge: 0
Kohn-Sham gap: 10.63 eV

Last column: Mulliken charge in e.
Cartesian coordinates (Å):
N 0.546 0.848 -0.468  0.027
C 1.273 0.025 -1.451  -0.943
N -2.136 -3.334 2.609  -0.429
Cl 0.230 2.108 1.777  -0.167
H -1.229 1.669 -0.020  0.412
H -1.208 0.560 -1.629  0.345
O 2.390 1.136 0.785  -0.536
C -1.567 -1.430 1.083  0.244
H 1.221 -1.012 -1.265  0.369
C -1.263 -0.521 0.331  0.140
C 1.200 1.303 0.616  0.713
C -0.876 0.643 -0.467  -1.146
H 2.454 0.185 -1.491  0.265
C -1.837 -2.455 1.918  0.308
H 0.803 0.274 -2.328  0.399

This record from the OMol25 dataset describes one molecule with the formula C22H29N3O7S in a non-equilibrium geometry. The level of theory is wB97M-V/def2-TZVPD.

Summary:
HOMO energy: -8.9 eV
Multiplicity: 1
Energy above the lowest of the compared OMol25 structures with the same formula, charge and spin: 0.0 kcal per mole
Charge: 0
Kohn-Sham gap: 9.45 eV

Last column: Mulliken charge in e.
Cartesian coordinates (Å):
C 2.713 -2.916 2.538  -1.047
C 2.644 -2.351 4.980  -1.068
H -3.274 -0.106 2.639  0.460
C 1.644 -1.246 4.646  1.199
C -0.252 -0.947 1.175  1.288
H -1.826 -2.064 2.129  0.324
C 2.532 -3.471 3.950  -0.595
H 0.620 -1.621 4.726  0.255
H 3.287 -4.234 4.139  0.416
H 1.239 1.503 -2.050  0.583
H 2.910 -0.372 3.135  0.196
H -2.015 0.988 2.037  0.321
H 2.065 2.868 5.235  0.304
O 0.714 -3.089 0.721  -0.720
H -3.482 -1.116 0.375  0.422
C -1.791 0.899 -3.437  -0.973
H 2.010 1.118 -4.403  0.448
H -0.996 -0.942 3.217  -0.014
H -2.825 0.855 -3.145  0.495
C -0.804 1.187 -2.506  -0.392
H -0.075 -0.890 -0.985  0.390
H 0.400 3.056 4.664  0.251
C 1.031 2.991 5.547  -1.081
O -1.547 0.034 -8.018  -0.595
C 0.968 1.057 -4.138  -0.960
H 3.650 -1.928 4.975  0.347
C 0.607 1.815 6.415  -0.271
H -0.424 1.927 6.756  0.322
C -1.364 0.693 -4.729  0.514
C -0.004 0.768 -5.079  0.931
O 2.813 0.306 6.083  -0.610
N -1.899 -0.094 -0.465  0.288
H -1.257 -2.064 -0.382  0.343
O 0.622 0.592 5.672  -0.331
C 1.217 0.473 -7.265  -1.020
H -3.663 0.654 0.256  0.521
H 0.943 3.912 6.115  0.395
H 0.884 0.241 -8.275  0.361
C -2.450 -0.008 1.929  -0.613
C 0.771 -2.060 1.372  0.005
N 0.050 0.511 -6.427  0.013
O -2.093 0.399 -5.841  -0.469
H 1.722 1.440 -7.259  0.326
N 1.751 -1.859 2.284  0.196
C 0.538 1.267 -2.835  -0.233
H 2.553 -3.694 1.791  0.486
H 1.197 0.048 2.960  0.516
H 1.277 1.713 7.274  0.342
H 2.451 -2.737 5.983  0.416
H 1.548 -3.940 4.022  0.340
C -0.850 -1.060 -0.234  -1.777
C -1.232 0.286 -6.892  0.448
C 1.886 -0.758 3.202  -1.318
C -2.975 -0.155 0.503  -1.138
C -1.384 -1.067 2.205  -0.258
O -2.447 2.335 -0.795  -0.778
S -1.328 1.441 -0.813  1.506
H 3.722 -2.505 2.424  0.365
H 1.907 -0.299 -6.920  0.329
O -0.173 1.801 -0.031  -0.746
C 1.789 -0.044 5.560  -0.206
H 0.215 0.037 1.247  0.551

This record from the OMol25 dataset describes C36H59N4NaS2Si5Te as an isolated structure. The level of theory is wB97M-V/def2-TZVPD.

Summary:
HOMO energy: -1.5 eV
Multiplicity: 1
Energy above the lowest of the compared OMol25 structures with the same formula, charge and spin: 22.9 kcal per mole
Charge: -2
Kohn-Sham gap: 5.14 eV

Last column: Mulliken charge in e.
Cartesian coordinates (Å):
C 3.174 -1.842 2.995  -0.793
C -2.051 1.635 6.064  -0.855
H -4.986 5.528 2.789  0.231
H 3.905 4.510 -2.075  0.313
H 1.251 3.609 1.169  0.451
H -1.586 2.758 -4.188  0.116
H -0.904 5.718 3.663  0.382
H 4.957 6.273 -0.717  0.361
H -6.881 3.319 0.194  0.421
C 3.320 -0.989 4.072  -0.295
C 1.876 -2.531 -3.706  -0.329
H 4.171 -1.090 4.737  0.379
C 2.380 2.575 -5.627  -0.664
Si 1.814 2.343 -1.430  0.206
C 2.058 4.198 0.735  -0.708
H -5.614 3.425 6.027  0.284
H -3.182 2.165 -4.613  0.512
H -2.426 2.275 -0.393  -0.246
H -2.277 6.074 1.104  0.504
C 2.168 0.825 -0.607  -1.017
Si -5.789 2.333 2.205  0.186
N 1.010 -2.356 0.115  0.680
C 2.077 -1.692 2.145  1.144
C -0.720 0.582 -2.741  1.139
C 1.309 0.077 3.399  -0.313
C -7.055 3.076 3.396  -1.032
H 2.582 -3.265 -3.322  0.302
C -6.437 0.627 1.786  -1.103
H 0.528 0.825 3.519  0.554
C 2.543 2.371 -3.200  0.384
H -4.040 4.138 6.387  0.292
N -0.902 1.461 -1.567  0.843
C -0.069 2.680 -1.573  1.093
H -5.788 0.141 1.052  0.275
Si -2.782 4.353 2.791  0.092
H -1.448 2.547 6.007  0.248
Si -3.766 1.876 5.334  0.336
H 2.719 -3.305 0.772  0.280
C 3.685 2.124 -5.775  -0.411
H -0.426 4.015 3.524  0.274
C 2.488 3.919 -0.573  0.474
C -2.398 2.102 -3.855  -0.757
C -5.869 3.332 0.613  -0.557
C 2.371 -0.001 4.289  -0.921
H -5.758 0.368 5.394  0.245
H 2.931 0.205 -1.089  0.229
C -2.354 4.982 1.071  -0.580
H -2.116 1.330 7.114  0.359
H -2.677 0.001 -3.471  0.305
H 2.020 -1.590 -3.175  -0.230
H -4.681 2.850 7.424  0.372
C -2.931 2.580 -2.489  -0.665
Te -2.483 0.191 2.179  -0.179
H 2.447 0.693 5.115  0.404
C -0.044 -3.005 -1.747  0.252
S -1.626 -2.975 -1.172  -0.356
H -4.428 5.289 4.443  0.189
H -0.361 3.268 -0.693  -1.448
H -4.021 2.486 -2.449  0.621
C -1.239 4.687 3.818  -1.143
H -8.058 3.035 2.958  0.365
H -0.617 -0.460 -2.418  -1.480
H 5.444 1.439 -4.750  0.364
H -5.571 4.375 0.762  0.229
C -2.316 1.756 -1.346  -0.578
C 2.644 5.194 1.505  -0.694
H 2.453 0.948 0.448  0.314
H -6.444 -0.018 2.672  0.253
Na 0.015 -0.220 0.264  0.735
H -1.393 4.583 0.732  -0.215
H -3.102 4.712 0.319  0.126
C 3.693 5.947 0.986  -0.457
C -4.605 3.200 6.389  -1.085
H -4.636 0.005 6.725  0.358
H 0.802 3.047 -4.267  0.065
H 4.444 1.654 -2.503  0.353
Si -3.600 2.180 3.021  0.207
H -1.524 0.855 5.503  0.109
C 4.139 5.693 -0.304  -0.691
S 0.173 -3.103 -3.513  -0.181
H -2.844 0.807 -1.232  0.428
C 1.950 -2.556 0.960  -1.331
N 1.086 -2.988 -1.066  -0.994
H 2.290 5.379 2.513  0.402
C 1.824 2.694 -4.355  -0.062
C -4.100 5.546 3.431  -0.999
H -7.456 0.686 1.386  0.334
C 3.862 1.924 -3.380  -0.267
H -6.829 4.117 3.646  0.333
H -7.069 2.510 4.334  0.218
H 4.161 6.719 1.586  0.343
H -0.283 3.329 -2.444  0.158
N 1.157 -0.739 2.361  0.155
H -4.269 -0.527 5.064  0.277
H -2.699 3.639 -2.348  0.163
H 3.908 -2.612 2.786  0.367
C 3.541 4.692 -1.068  -0.227
H 0.220 0.845 -3.228  0.067
H 2.033 -2.381 -4.777  0.323
H -5.185 2.898 -0.124  -0.204
H -1.500 0.329 -4.730  0.521
H 1.790 2.826 -6.501  0.400
H -1.417 4.540 4.888  0.303
H -3.709 6.569 3.444  0.396
H 4.118 2.020 -6.764  0.361
C -1.864 0.674 -3.760  -0.861
C 4.428 1.802 -4.644  -0.731
C -4.699 0.280 5.666  -1.098

This record from the OMol25 dataset describes C11H21BaFNO6S2 as an isolated structure in a non-equilibrium geometry. The level of theory is wB97M-V/def2-TZVPD.

Summary:
HOMO energy: -12.5 eV
Multiplicity: 1
Energy above the lowest of the compared OMol25 structures with the same formula, charge and spin: 0.0 kcal per mole
Charge: +1
Kohn-Sham gap: 8.57 eV

Last column: Mulliken charge in e.
Cartesian coordinates (Å):
C -1.629 2.106 0.525  0.006
N -1.283 1.736 1.825  -0.155
H 0.861 -3.252 0.318  0.402
H -2.017 0.626 -3.902  0.336
S 1.526 2.500 -4.170  1.058
H 1.354 -4.832 4.463  0.303
H 0.280 0.621 -2.564  0.218
C 3.013 1.544 -4.029  -0.800
H -1.341 -0.772 -4.803  0.332
C 0.097 0.302 -3.590  0.031
O 0.365 -2.831 2.773  -0.298
C 0.577 -2.778 4.197  -0.355
O 1.719 3.391 -5.335  -0.602
S 1.316 -1.744 1.943  1.055
C -2.346 1.385 2.544  -0.313
O 0.877 -0.408 2.360  -0.474
H -0.365 -2.971 4.709  0.375
H -0.838 2.460 -0.120  0.257
Ba 1.210 2.268 2.425  1.809
H -1.424 -0.964 -3.062  0.359
H 1.772 -3.569 5.735  0.357
C 0.661 -2.181 0.354  -0.921
F 1.810 1.248 -0.108  -0.836
C -1.338 -0.226 -3.860  -1.266
C 1.634 -3.801 4.679  -1.006
H 0.860 -1.769 4.495  0.243
H 2.591 -3.609 4.193  0.272
O 2.713 -2.057 2.087  -0.613
H 0.760 -0.533 -3.818  0.261
O 0.362 1.361 -4.534  -0.346
H -3.191 2.612 -0.978  0.424
H -4.522 1.437 2.928  0.407
H 1.103 -1.519 -0.390  0.323
H -0.394 -1.929 0.246  0.334
H 3.000 0.991 -4.968  0.346
H 2.850 0.807 -3.242  0.224
H -4.996 2.057 0.595  0.367
C -2.937 2.296 0.023  -0.593
H 3.847 2.231 -3.881  0.368
H -2.103 1.160 3.571  0.339
C -3.972 2.057 0.939  -0.138
C -3.694 1.572 2.248  -0.558
O 1.232 2.978 -2.823  -0.534

Among the records above, which one has the highest charge?
C11H21BaFNO6S2

What is the HOMO energy in the third record?
-1.5 eV

What is the Kohn-Sham gap in the first record?
10.63 eV